# 1
DFT (the ωB97M-V functional and the def2-TZVPD basis) results for a cluster of 2 separate species, C4H11N3O2 in total in a non-equilibrium geometry.

Geometry as XYZ:
```
20
Properties=species:S:1:pos:R:3:forces:R:3
C -1.37784 1.96408 -0.92113 -0.15 0.05 0.12
N -0.37641 0.92580 -0.89650 3.34 -0.32 1.85
C -0.52575 -1.57376 1.36945 1.33 0.70 -1.60
N -1.62188 -2.22707 0.92581 0.29 0.15 0.08
O -0.36201 -1.04704 2.44833 -0.21 -0.09 0.07
H -0.65749 0.04573 -1.32791 0.52 0.07 0.86
H -1.58641 -2.66108 0.00877 0.00 0.16 0.36
H -2.41344 -2.33750 1.54433 0.17 -0.03 -0.22
H -2.37112 1.55475 -0.69304 0.07 0.24 0.30
H -1.15195 2.80089 -0.25409 0.03 -0.31 0.00
H -1.44840 2.37420 -1.93790 0.13 0.04 0.12
C 2.13058 0.97827 -0.38847 -0.31 0.42 0.45
N 0.80996 0.76846 0.17063 -3.21 -1.13 -3.05
C 0.71568 -1.57541 0.26216 -2.38 -3.07 0.98
O 0.51820 -2.21022 -0.77828 0.50 1.81 0.78
H 0.61542 0.81180 1.16760 -0.32 0.34 -0.45
H 1.65843 -1.65643 0.82711 0.31 0.89 -0.43
H 2.22055 0.42534 -1.32811 0.01 0.16 0.17
H 2.86824 0.60155 0.32955 -0.15 -0.11 -0.09
H 2.35563 2.03765 -0.52831 0.02 0.03 -0.31
```
Positions in Å, forces in eV/Å.

Summary:
Energy relative to the best compared isomer or geometry (same formula, charge and spin) (eV): 3.997
Calculated total energy (eV): -12888.833
Maximum force (eV Å⁻¹): 4.57
SMILES: NC(=O)C=O.CNNC
Orbital gap (eV): 9.538

These are the Löwdin partial charges, in e, on atoms 1 to 5: atom 1 (C): -0.145, atom 2 (N): -0.072, atom 3 (C): -0.498, atom 4 (N): 0.165, atom 5 (O): 0.030

=====

# 2
DFT (the ωB97M-V functional and the def2-TZVPD basis) results for a cluster of 2 separate species, C4H11N3O2 in total in a non-equilibrium geometry.

Geometry as XYZ:
```
20
Properties=species:S:1:pos:R:3:forces:R:3
C 1.96452 -2.00068 -1.19332 1.29 -1.45 -0.45
C 1.67658 -0.34962 0.65930 -0.14 -1.03 0.57
N 1.32282 0.66914 0.07881 -0.22 0.49 -0.62
N 1.18232 -1.48157 -0.11227 -0.57 1.11 -0.59
N 2.35527 -0.62561 1.76281 0.54 0.19 1.07
H -2.50423 -0.79738 -0.06736 0.14 0.14 -0.47
H 1.41114 1.66229 0.20450 0.07 0.18 0.00
H 0.18614 -1.33776 -0.31043 0.22 -0.16 0.04
H 2.25679 -1.47901 2.29536 -0.19 -0.26 -0.60
H 2.61838 0.14054 2.36158 0.12 0.26 -0.15
H 2.19446 -1.37202 -2.06587 -0.63 0.44 0.40
H 1.49819 -2.91191 -1.57627 -0.21 0.19 0.07
H 2.94990 -2.30941 -0.82679 -0.17 0.13 0.21
C -3.05770 2.26168 -0.28165 0.13 1.61 -0.63
C -2.25606 1.05986 0.01071 0.27 -0.58 0.42
O -2.64180 -0.05076 -0.68011 -0.21 -0.02 0.59
O -1.36125 1.00276 0.82830 -0.46 -0.09 -0.39
H -2.74143 3.06394 0.36632 0.15 0.08 0.43
H -4.12413 2.16049 -0.17037 -0.33 -0.59 0.14
H -2.92991 2.69502 -1.28326 0.19 -0.64 -0.05
```
Positions in Å, forces in eV/Å.

Summary:
Energy relative to the best compared isomer or geometry (same formula, charge and spin) (eV): 1.971
Calculated total energy (eV): -12883.122
Net charge: +1
<S²>: 0.7596
2S+1: 2
Maximum force (eV Å⁻¹): 1.99
Orbital gap (spin up / spin down) (eV): 11.022 / 6.423

These are the Löwdin partial charges, in e, on atoms 1 to 5: atom 1 (C): -0.047, atom 2 (C): -0.519, atom 3 (N): 0.307, atom 4 (N): 0.132, atom 5 (N): 0.218

=====

# 3
DFT (the ωB97M-V functional and the def2-TZVPD basis) results for a cluster of 2 separate species, C4H11N3O3S in total in a non-equilibrium geometry.

Geometry as XYZ:
```
22
Properties=species:S:1:pos:R:3:forces:R:3
C 1.73946 1.19751 -0.03314 6.90 2.65 3.40
C 3.29957 1.14300 0.30312 -1.37 -0.34 1.34
C -1.06419 -2.95020 0.50900 1.76 -0.15 0.23
C -1.97130 -0.77501 0.61548 -1.65 1.09 -0.30
N -1.37155 0.86932 -1.46454 0.08 -1.03 -2.00
N 1.16987 0.51209 -0.83515 -2.44 -2.67 -3.87
N -1.13481 -1.56089 0.19248 0.94 0.11 -1.03
O 1.23679 2.11419 0.72527 -2.25 1.42 0.15
O -1.48304 1.77901 0.82919 0.95 0.95 0.66
O -3.55488 1.12940 -0.33100 0.89 -0.66 0.43
S -2.14926 0.89936 -0.06765 -1.56 -0.91 -1.36
H 3.95999 1.09020 -0.55757 -0.16 0.03 -0.07
H 3.59136 1.95452 1.02754 -0.40 -0.60 -1.13
H 3.38021 0.21949 0.90672 0.33 0.18 -0.43
H -1.77546 -3.35169 1.34385 1.35 0.59 -1.53
H -1.14386 -3.41230 -0.50497 -0.34 -0.32 1.07
H 0.08627 -2.98552 0.70433 -2.07 -0.93 0.39
H -2.82897 -1.04442 1.18336 -0.78 -0.22 1.09
H -1.77895 0.21528 -2.20853 0.47 1.42 1.72
H -0.29705 0.74420 -1.38442 -1.15 -0.01 0.41
H 1.79128 -0.04817 -1.38555 0.23 -0.49 -0.09
H 0.29854 2.26064 0.43215 0.28 -0.12 0.92
```
Positions in Å, forces in eV/Å.

Summary:
Energy relative to the best compared isomer or geometry (same formula, charge and spin) (eV): 0.000
Calculated total energy (eV): -25772.305
Maximum force (eV Å⁻¹): 8.13
SMILES: C/N=C/S(N)(=O)=O.[H]/N=C(\C)O
Orbital gap (eV): 10.487

These are the Löwdin partial charges, in e, on atoms 1 to 5: atom 1 (C): -0.566, atom 2 (C): 0.010, atom 3 (C): -0.128, atom 4 (C): -0.228, atom 5 (N): -0.123

=====

# 4
DFT (the ωB97M-V functional and the def2-TZVPD basis) results for an isolated molecule of C4H11N3S in a non-equilibrium geometry.

Geometry as XYZ:
```
19
Properties=species:S:1:pos:R:3:forces:R:3
C 0.96567 1.68159 -0.13012 0.61 1.04 0.09
C 0.16943 -0.60816 -0.63878 -0.89 1.11 -0.28
C -2.72629 -0.07829 1.01650 -0.38 0.44 0.11
C 2.33159 -1.00829 0.12168 0.75 0.46 -2.24
H 0.67816 2.68258 -0.52046 0.21 -0.57 0.47
H 2.06014 1.60742 -0.20829 -0.33 0.29 0.36
H 0.67578 1.60998 0.94485 0.01 -0.13 -0.73
H -0.40669 1.07149 -1.56472 0.38 -0.11 0.38
H -1.20343 -2.06417 -0.66209 0.09 -0.12 -0.17
H -2.89384 -1.05454 1.44983 0.03 -0.25 0.13
H -3.65030 0.52054 1.16671 0.58 -0.27 -0.11
H -1.88752 0.41690 1.50477 -0.03 0.01 -0.01
H 2.59709 -0.66467 1.09401 -0.06 0.45 0.88
H 2.64634 -0.25350 -0.66260 -0.08 -0.66 0.90
H 2.92510 -1.89125 -0.06849 0.31 -0.29 0.05
N 0.38021 0.71911 -1.01996 -1.07 -0.92 -0.61
N -1.11949 -1.11550 -1.00274 0.58 0.12 0.42
N 0.96739 -1.37633 -0.05612 -0.39 -0.77 0.72
S -2.50933 -0.19492 -0.76400 -0.32 0.17 -0.37
```
Positions in Å, forces in eV/Å.

Summary:
Energy relative to the best compared isomer or geometry (same formula, charge and spin) (eV): 0.890
Calculated total energy (eV): -19631.271
Maximum force (eV Å⁻¹): 2.41
SMILES: C/N=C(\NC)NSC
Orbital gap (eV): 9.654

These are the Löwdin partial charges, in e, on atoms 1 to 5: atom 1 (C): -0.121, atom 2 (C): -0.527, atom 3 (C): -0.401, atom 4 (C): -0.154, atom 5 (H): 0.094

=====

# 5
DFT (the ωB97M-V functional and the def2-TZVPD basis) results for an isolated molecule of C4H11N3S in a non-equilibrium geometry.

Geometry as XYZ:
```
19
Properties=species:S:1:pos:R:3:forces:R:3
C 2.78180 -0.81965 -0.15760 5.55 0.74 -0.34
C 1.30439 0.78907 0.90848 -0.18 -4.11 -1.32
C 0.31046 1.06252 -0.25280 -1.15 -1.23 -0.62
C -1.84318 0.13939 -0.36318 -0.76 -0.09 -0.90
H 2.58977 -0.50004 -1.16133 -0.16 -0.74 -1.40
H 3.31536 -1.78698 0.04612 -0.43 0.56 -1.22
H 3.66604 -0.02624 0.05793 -1.74 -1.54 0.25
H 0.90360 -1.32201 0.28478 1.89 1.79 1.31
H 0.92053 0.63941 1.95044 0.08 1.53 -1.05
H 2.26285 1.23708 0.69716 -0.02 0.88 0.91
H -0.29857 2.03496 -0.25685 0.93 -1.33 0.34
H 0.76865 0.97116 -1.31373 -0.23 0.19 1.94
H -2.27342 1.09301 -0.94525 1.31 -1.49 1.65
H -3.01708 -1.80018 0.33721 1.60 4.17 -2.75
H -5.02634 0.05875 -0.62539 -1.50 0.45 -2.09
N 1.73264 -0.74144 0.69394 -3.93 1.01 1.69
N -0.62876 -0.18504 -0.10204 -2.23 3.20 -0.77
N -2.96481 -0.74086 -0.30895 -1.87 -3.68 3.63
S -4.50395 -0.10290 0.51105 2.86 -0.31 0.73
```
Positions in Å, forces in eV/Å.

Summary:
Energy relative to the best compared isomer or geometry (same formula, charge and spin) (eV): 4.921
Calculated total energy (eV): -19627.240
Maximum force (eV Å⁻¹): 5.61
SMILES: CNCC/N=C/NS
Orbital gap (eV): 8.471

These are the Löwdin partial charges, in e, on atoms 1 to 5: atom 1 (C): -0.275, atom 2 (C): -0.148, atom 3 (C): -0.187, atom 4 (C): -0.376, atom 5 (H): 0.048

=====

# 6
DFT (the ωB97M-V functional and the def2-TZVPD basis) results for a cluster of 2 separate species, C4H11N4 in total in a non-equilibrium geometry.

Geometry as XYZ:
```
19
Properties=species:S:1:pos:R:3:forces:R:3
C 1.38919 0.99798 0.64207 1.46 0.82 -1.70
C 0.54804 -0.04520 0.89470 -2.31 -1.06 1.64
C 1.84893 0.89601 -0.64346 -1.25 -0.96 2.10
C -0.46467 -1.86707 -0.50220 1.20 0.79 3.46
N 0.54071 -0.85786 -0.18714 0.76 0.70 -0.37
N -0.22493 -0.17767 2.03235 2.29 1.26 -0.24
N -1.79078 1.15993 -0.44186 0.51 1.87 1.02
N 1.27642 -0.19259 -1.15523 -1.35 0.94 0.97
H 1.70907 1.79536 1.20021 0.17 1.51 1.84
H 2.58887 1.47283 -1.11724 0.57 0.45 -0.81
H -1.48978 0.72513 -1.26488 0.19 -0.88 -1.56
H -0.33699 -2.35369 -1.38600 1.17 -1.72 -2.15
H -0.53203 -2.46282 0.41599 0.14 -0.52 -0.67
H -1.35634 -1.38541 -0.59358 -2.74 1.47 -0.19
H 0.01669 0.51907 2.78266 -0.79 -1.35 -1.23
H -1.03194 -0.75591 2.12639 -0.17 -0.16 -0.07
H -1.68202 2.16723 -0.64767 -0.14 -0.69 0.39
H -2.76788 1.00553 -0.31397 -0.71 -0.18 -0.07
H 1.75945 -0.64085 -1.84115 1.00 -2.30 -2.37
```
Positions in Å, forces in eV/Å.

Summary:
Energy relative to the best compared isomer or geometry (same formula, charge and spin) (eV): 1.680
Calculated total energy (eV): -10279.510
Net charge: +1
Maximum force (eV Å⁻¹): 3.75
Orbital gap (eV): 10.357

These are the Löwdin partial charges, in e, on atoms 1 to 5: atom 1 (C): 0.005, atom 2 (C): -0.312, atom 3 (C): -0.003, atom 4 (C): 0.052, atom 5 (N): -0.037

=====

# 7
DFT (the ωB97M-V functional and the def2-TZVPD basis) results for a structure of composition C4H11N8O in a non-equilibrium geometry.

Geometry as XYZ:
```
24
Properties=species:S:1:pos:R:3:forces:R:3
C -1.56993 -0.25508 0.74319 -1.08 1.53 -0.32
C 0.13020 -1.04613 -0.80308 -1.18 -2.69 3.52
C 1.74154 0.25929 0.60477 0.48 2.19 -0.09
C -0.46779 1.16438 -0.64284 0.38 2.25 0.22
N -1.46636 0.94005 0.25628 -0.19 0.53 0.81
N -0.87767 -1.27963 0.25944 0.54 0.05 0.12
N -0.10508 0.13087 -1.43507 0.77 -2.61 -1.35
N -2.51088 -0.44198 1.72927 0.90 -0.07 -0.74
N 0.25227 -2.23339 -1.53136 1.12 1.86 -0.90
N 2.86146 0.33326 1.38198 -0.96 -0.54 -0.46
N -0.60053 2.33567 -1.32726 -0.73 0.68 -0.54
N 1.06500 1.34908 0.37773 -1.49 -2.62 -1.43
O 1.47433 -0.87546 -0.00824 0.50 -0.51 0.38
H -1.16470 -2.13111 0.71216 1.00 -0.80 -0.68
H 0.02693 0.02688 -2.42092 -0.15 1.14 -0.50
H -3.31264 0.08032 1.45225 -0.78 0.47 0.49
H -2.69929 -1.37252 2.03646 -0.20 -0.48 0.08
H -0.24036 -3.07476 -1.34046 -0.45 -0.13 0.59
H 1.20951 -2.35947 -1.77162 0.56 -0.55 -0.48
H 2.99058 1.04245 2.11335 -0.22 -0.68 -0.76
H 3.27431 -0.56179 1.46557 0.89 -0.62 0.65
H -1.40449 2.84341 -1.08634 -1.25 0.43 0.66
H 0.06919 2.99186 -1.65466 1.27 -0.51 -0.18
H 1.32439 2.13379 0.88940 0.27 1.68 0.91
```
Positions in Å, forces in eV/Å.

Summary:
Energy relative to the best compared isomer or geometry (same formula, charge and spin) (eV): 0.822
Calculated total energy (eV): -18289.014
Net charge: +1
Maximum force (eV Å⁻¹): 4.59
Orbital gap (eV): 10.396

These are the Löwdin partial charges, in e, on atoms 1 to 5: atom 1 (C): -0.440, atom 2 (C): -0.450, atom 3 (C): -0.457, atom 4 (C): -0.507, atom 5 (N): 0.165

=====

# 8
DFT (the ωB97M-V functional and the def2-TZVPD basis) results for a structure of composition C4H11NO in a non-equilibrium geometry.

Geometry as XYZ:
```
17
Properties=species:S:1:pos:R:3:forces:R:3
C 0.92611 0.31812 0.35463 1.61 0.35 3.59
C -1.15118 0.07629 -1.48635 -0.99 -0.28 0.49
C -1.66857 -0.06173 1.26808 0.18 0.45 -3.03
C 2.11804 -0.14501 -0.45612 -0.76 -0.53 -0.50
N 0.77901 -0.02368 1.63711 0.60 0.50 -1.38
O -0.71029 -0.39173 -0.22173 -0.82 -0.01 1.58
H 1.14608 -0.96403 1.79377 0.30 0.14 -0.09
H 0.67766 1.36516 0.14716 -0.38 -0.16 -0.16
H -2.09111 -0.42352 -1.72603 -0.14 0.15 -0.25
H -1.30255 1.16224 -1.50574 0.13 -0.06 -0.05
H -0.41740 -0.23641 -2.23599 0.03 0.14 0.23
H -1.59292 -0.77276 2.07683 0.39 -0.46 -0.56
H -2.58791 -0.08306 0.68661 -0.21 -0.15 0.42
H -1.41981 0.92886 1.62613 0.20 -0.04 -0.31
H 3.00185 0.41368 -0.14455 -0.17 0.05 0.16
H 1.99068 0.04499 -1.52361 -0.01 -0.12 -0.08
H 2.30232 -1.20740 -0.29021 0.04 0.01 -0.06
```
Positions in Å, forces in eV/Å.

Summary:
Energy relative to the best compared isomer or geometry (same formula, charge and spin) (eV): 4.829
Calculated total energy (eV): -7859.725
Maximum force (eV Å⁻¹): 3.95
Orbital gap (eV): 9.039

These are the Löwdin partial charges, in e, on atoms 1 to 5: atom 1 (C): -0.397, atom 2 (C): -0.128, atom 3 (C): 0.119, atom 4 (C): -0.069, atom 5 (N): -0.020

=====

Among the records above, which one has the highest maximum force? C4H11N3O3S